1.
Molecular formula: C54H126N8O10
Method: DFT, ωB97M-V/def2-TZVPD

Output
Energy relative to the best compared isomer or geometry (same formula, charge and spin)   0.00 kJ/mol
SMILES string   CC1(C)CCCC(C)(C)N1O.CC1(C)CCCC(C)(C)N1O.CC1(C)CCCC(C)(C)N1O.CC1(C)CCCC(C)(C)N1O.COC[C@H](C)N.COC[C@H](C)N.COC[C@H](C)N.COC[C@H](C)N.OCCO
Gap between HOMO and LUMO   8.48 eV

Last column: Mulliken charge in e.
Cartesian coordinates (Å):
O (3.6557, -3.8337, 5.3145)  -0.447
H (-2.6932, -2.9349, 4.3272)  0.557
H (1.3354, 2.8511, -3.8355)  0.079
H (0.3030, 5.2111, 3.5712)  0.526
H (5.2998, -3.3748, 6.3398)  0.262
C (3.4633, 2.0736, -1.8800)  -1.239
H (4.8606, 2.2048, 4.5195)  0.380
N (0.8031, -4.0858, 2.9092)  -0.021
H (-3.3702, -0.7954, -3.1666)  -0.185
C (-0.1518, -2.9822, -5.6887)  -1.616
H (-0.2976, -1.9787, -5.9732)  0.394
H (-3.1453, 2.0086, 0.6757)  -0.318
H (5.6143, -2.6460, -1.2295)  0.182
H (-1.2321, 2.5693, -0.2144)  -1.194
C (-2.4004, -2.7355, -1.4816)  -1.901
H (4.2455, -2.0203, 5.9397)  0.260
H (0.1257, -3.5382, -6.6138)  0.503
H (-1.5871, -5.1385, -6.7190)  0.418
H (-0.1056, 1.9888, -1.3181)  -0.104
H (2.2810, 5.2712, 4.8493)  0.278
H (1.6027, 2.9852, 1.7638)  0.114
H (-6.0720, 1.1987, 4.1843)  0.349
N (4.5344, 1.8294, -4.1147)  0.099
C (-6.5030, 0.3518, 3.6674)  -1.957
C (-3.2042, -1.7627, -3.6930)  -0.955
H (3.2126, 2.6421, 6.7065)  0.541
H (1.7028, -4.5542, -2.8425)  0.087
H (4.2004, 2.8326, -1.6752)  0.592
H (-4.9007, 4.6112, -1.6314)  0.244
C (2.3503, -4.5879, -0.3074)  -1.134
H (6.9765, 1.5258, -2.9104)  0.426
H (-8.5006, 1.8489, 2.0068)  0.375
H (-1.6860, -3.2859, -0.8540)  -0.039
H (-0.6610, -5.6593, -5.3280)  0.339
H (-5.0270, 5.8695, -2.6340)  0.293
H (-8.0689, -0.1432, 0.7249)  0.394
O (-2.3741, 4.2036, -2.5303)  -0.088
H (-4.2908, -0.6719, 2.4779)  0.286
O (-0.9211, -1.5687, 3.4243)  -0.829
H (-1.7916, 2.4676, 3.8070)  0.593
H (1.9609, -0.8441, 3.0592)  -0.060
H (2.7520, 3.9929, -3.5633)  0.410
C (3.3320, -0.7165, -3.3961)  1.305
C (-5.0217, 1.0312, 0.1944)  1.989
H (2.0444, 0.4775, -4.6256)  0.477
H (1.1980, -6.6417, 3.7928)  0.395
H (3.1750, -4.5035, -3.5410)  0.329
H (3.6962, 4.9819, 3.8711)  0.284
C (-6.6310, 0.6234, 2.1443)  1.323
H (-6.0753, -0.6168, 3.8656)  0.460
C (2.1022, -5.9999, 3.7691)  -1.318
H (2.6813, 0.6033, 1.1017)  0.277
H (0.2951, 3.5067, -0.4727)  0.441
C (-7.5400, -0.4797, 1.6022)  -1.875
H (-4.0438, 5.7671, 0.8915)  0.336
N (1.6129, 2.8619, 3.6690)  1.144
C (-2.0135, -2.0083, 2.6240)  1.998
H (-3.1025, 1.2637, -0.9460)  0.463
H (-0.2070, -1.0027, 3.0571)  0.229
H (-5.5013, 2.7361, -0.9622)  0.282
C (-2.0253, -2.4213, -2.9477)  2.316
H (6.7743, -3.6206, -0.5546)  0.433
C (2.1532, -1.5274, 0.8548)  -1.084
O (0.5385, 1.8357, 0.6292)  1.841
H (-0.1836, -0.0737, 0.5151)  -0.458
C (-1.3744, 3.7723, -3.3875)  -0.914
C (-5.5205, 0.1104, -0.9018)  -1.892
H (6.8467, 1.6429, -5.3310)  0.506
C (2.4788, 2.3679, 5.9636)  -1.047
H (-2.4074, -2.9027, -6.8015)  0.574
H (-3.8026, -1.0560, -5.6377)  0.387
H (-1.1040, 3.2743, 2.3482)  0.056
H (2.6614, -1.6985, -0.0971)  -0.507
C (2.4165, 3.0156, -3.9668)  -2.022
H (-3.4444, 7.1115, -1.1718)  0.284
H (2.7092, -1.5155, -3.7852)  -0.126
N (2.6693, -4.7983, -2.7205)  -0.702
H (7.0904, -0.0578, -5.4077)  0.326
C (-0.7897, -1.5052, -2.9332)  -0.583
O (5.6484, -4.5139, -2.0442)  -0.415
C (1.0964, 2.6163, 6.4719)  -1.004
H (-2.4306, -5.6369, -5.1257)  0.395
H (5.7081, 0.7703, -6.2396)  0.432
H (1.4993, 0.7440, 3.1774)  -1.019
O (5.2151, 3.0133, -3.7483)  -0.468
H (7.0634, -3.1079, -2.1463)  0.285
C (4.6171, -0.6779, -4.2341)  -1.808
H (0.6908, -2.9709, -5.0400)  0.048
H (-0.9308, 2.6787, 5.9581)  0.507
C (-3.0985, -2.2565, 3.6197)  -1.237
H (3.6392, 1.2843, 3.7130)  0.194
H (-0.7879, -5.0850, -2.6690)  0.255
H (1.6071, 0.5353, -2.9675)  -0.649
H (3.4710, -0.8534, -2.3363)  -0.574
H (2.6836, -4.0369, 0.5783)  -0.166
C (6.3221, 0.7391, -5.3099)  -1.976
H (-2.3018, 5.6581, 0.4909)  0.648
C (2.4749, 0.5245, -3.6124)  -0.863
H (0.0647, -4.7062, 2.7264)  0.284
H (0.5114, 5.0469, 5.3106)  0.397
H (3.3930, -3.2207, -1.5418)  -1.522
C (-3.2439, 5.4604, 0.1420)  -0.828
H (2.8439, -1.9494, 1.6222)  0.434
C (-2.9689, -1.5816, -5.1611)  -0.719
H (-7.5363, 0.3308, 4.0167)  0.479
H (0.8407, 2.0326, 7.3863)  0.452
C (-3.5018, 1.1665, 0.0793)  -0.775
H (5.9171, 0.8187, -1.9151)  0.333
C (4.6084, -4.9836, -1.1719)  -0.998
H (-8.3282, -0.8515, 2.2708)  0.465
C (-7.1449, 2.5293, 0.4723)  -1.160
H (4.1839, 2.8407, 3.0108)  0.336
N (-1.6864, -3.6742, -3.6561)  -0.323
C (5.3851, 0.6273, -4.0728)  1.680
H (5.1431, 3.4359, -4.6124)  0.403
H (-3.3634, 4.3789, 0.0665)  -0.350
O (-3.4866, -1.0319, 4.2841)  -0.501
O (-0.5303, -4.2198, -2.9972)  -0.016
H (-2.4205, 6.1059, -3.1615)  0.482
H (-3.9629, -2.7961, 3.1495)  0.364
H (-1.8058, -2.9048, 2.0303)  0.057
H (-1.0578, 4.9227, 4.5292)  0.425
H (-0.5967, -0.9850, -3.8713)  0.312
C (2.8215, -3.5602, 4.2236)  0.272
H (2.3581, -2.5526, 4.3862)  -0.170
H (2.4715, -6.1123, 2.7236)  0.132
C (-0.0059, 4.6752, 4.4509)  -2.390
C (3.2764, -4.3071, -1.4887)  3.147
C (-2.3456, 5.5980, -2.2308)  -0.774
H (1.3659, -4.1328, -0.5111)  -0.214
H (1.1893, -2.0296, 0.8118)  0.438
N (-4.8270, 5.5859, -1.6718)  -0.643
H (-2.6780, -0.5806, 4.5279)  0.318
C (-1.4882, -3.6514, -5.1676)  1.898
C (-3.4968, 6.0060, -1.2586)  0.279
H (-0.9128, -0.6840, -2.1700)  -0.163
N (-5.3066, 0.5117, 1.5272)  0.522
H (-2.0489, -0.9786, -5.2381)  0.195
H (5.2632, -2.6688, 4.6263)  0.253
C (-1.5865, -5.0799, -5.6202)  -1.786
C (-2.6914, -2.9393, -5.7591)  -1.509
H (-2.3049, -1.1796, 2.0106)  -0.932
H (3.8316, 4.6708, 5.5475)  0.404
H (4.5893, -6.0562, -1.2829)  0.383
H (-6.9569, 2.7861, 2.5470)  0.360
H (-0.5997, 1.6809, 2.8099)  -0.255
H (-2.6111, -1.8240, -0.8765)  0.092
C (-0.8575, 2.6694, 3.2420)  -1.451
N (1.3803, -0.1083, 2.6548)  0.458
H (1.0580, 0.3688, -0.6652)  -0.291
O (1.8618, 3.6166, 2.5047)  -0.786
C (4.7091, -2.9132, 5.5717)  -0.646
H (-0.0326, 1.2838, 5.3168)  0.213
H (2.5234, 2.3910, -1.3758)  -0.192
H (-5.0444, 0.2149, -1.8940)  0.366
C (6.3511, 0.6566, -2.8694)  -1.813
C (1.6441, -4.5530, 4.0241)  0.208
C (3.9322, 2.2952, 3.9607)  -1.753
H (-6.5638, 0.2828, -1.0626)  0.454
H (-4.1314, -2.3861, -3.6436)  0.566
H (-0.4086, 4.2187, -3.1560)  0.470
H (-1.3069, 2.7099, -3.3514)  0.067
H (0.3769, -3.1702, 3.1584)  -0.115
H (0.1414, -2.0558, -2.6357)  0.083
H (1.1829, 3.6515, 6.7804)  0.222
C (-7.3750, 1.9980, 1.8935)  -1.020
C (-5.6503, 2.4091, 0.1112)  -0.719
H (2.5576, 1.3056, 5.8266)  0.111
H (-5.0160, 3.1212, 0.6828)  0.256
H (3.4184, -3.5080, 3.2974)  0.034
H (4.4455, -0.7857, -5.3455)  0.381
H (7.0656, -0.1531, -2.7622)  0.453
H (-7.6850, 1.8266, -0.2033)  0.315
C (-0.1284, 2.4899, -0.4198)  -0.030
C (0.0060, 2.3410, 5.4606)  -1.086
C (2.7661, 3.0626, 4.5769)  1.411
H (2.2742, -5.6114, -0.1156)  0.785
H (-1.5657, 4.0205, -4.4370)  0.356
H (-7.0094, -1.3595, 1.4296)  0.314
H (2.5897, 3.1022, -5.0321)  0.578
C (3.2143, 1.8557, -3.4005)  2.492
O (-4.8485, -0.7639, 1.6596)  -0.388
C (6.2868, -3.4136, -1.4945)  -0.708
C (3.1373, 4.5602, 4.7233)  -1.501
C (0.7705, 0.4567, 0.3737)  -0.078
H (5.2553, -1.4546, -3.8262)  0.365
H (4.7988, -4.7434, -0.1333)  0.412
H (1.0050, -4.5117, 4.8856)  0.352
H (-5.5190, -0.9207, -0.6264)  0.387
H (-1.3379, 5.8685, -1.8333)  0.351
H (3.7115, 1.1889, -1.3263)  0.073
H (-3.3427, -3.2403, -1.4728)  0.728
H (-3.6295, -3.5076, -5.5993)  0.319
C (1.8347, -0.0871, 1.2403)  1.352
C (0.2094, 3.1625, 4.1954)  2.520
H (2.8457, -6.3110, 4.4850)  0.392
H (-3.0686, 0.2810, 0.5208)  -0.637
H (-7.5659, 3.5210, 0.3475)  0.400

2.
Molecular formula: C6H14N2
Method: DFT, ωB97M-V/def2-TZVPD

Output
Energy relative to the best compared isomer or geometry (same formula, charge and spin)   81.37 kJ/mol
SMILES string   CN1CCC[C@H]1CN
Gap between HOMO and LUMO   9.50 eV

Last column: Mulliken charge in e.
Cartesian coordinates (Å):
H (1.1608, 0.9616, -1.9357)  0.255
H (-1.5754, -0.8207, 0.4187)  0.415
H (-0.8195, -0.6383, -2.1829)  0.372
H (1.8431, -1.1345, 0.6787)  0.335
H (1.4157, 1.9154, 0.2320)  0.310
C (-0.5655, 0.5944, 2.0480)  -1.237
C (-0.8349, 0.1004, -1.3995)  -0.695
H (1.9878, -1.5307, -0.8842)  0.245
H (-0.1070, 2.0754, -2.0047)  0.362
H (-1.7771, 0.6469, -1.3584)  0.302
H (-0.7320, -0.3497, 2.5765)  0.341
N (1.6131, -1.8517, -0.0016)  -0.712
C (-0.6155, -0.6120, -0.0641)  0.147
H (0.0762, 1.1729, 2.7128)  0.338
C (0.4182, 1.5500, 0.0417)  -0.809
H (-0.1887, -2.5433, 0.7304)  0.327
C (0.2168, 1.2034, -1.4380)  -0.573
N (0.1093, 0.3567, 0.7966)  -0.021
H (-1.5590, 1.0214, 1.9024)  0.441
C (0.1374, -1.9471, -0.1236)  -0.979
H (-0.2606, 2.3403, 0.2715)  0.382
H (0.0567, -2.5108, -1.0164)  0.454

3.
Molecular formula: C4H35NO14
Method: DFT, ωB97M-V/def2-TZVPD

Output
Energy relative to the best compared isomer or geometry (same formula, charge and spin)   475.43 kJ/mol
Gap between HOMO and LUMO   9.12 eV

Last column: Mulliken charge in e.
Cartesian coordinates (Å):
C (0.4202, 0.0072, 2.8677)  -1.428
O (0.6649, -3.3504, -0.6525)  -0.649
H (-0.2192, 1.1960, -4.6714)  0.286
H (-0.2865, -1.8497, -0.9339)  -0.103
H (-1.4650, -3.7134, -1.0437)  0.347
O (-0.2056, -1.0056, -1.4094)  0.428
H (0.1904, -1.5607, 1.4842)  0.300
H (2.0840, -2.0933, -4.1515)  0.268
H (1.2784, 1.4175, -4.0795)  0.254
H (-3.9384, -2.4801, 1.4780)  0.241
O (2.0773, -1.4053, -3.5014)  -0.692
H (-2.9530, -0.0354, -0.8443)  0.407
C (0.7454, -0.0912, -0.8547)  -0.934
H (-1.2913, 1.6996, -2.7574)  0.200
H (0.7347, -0.7065, 3.6870)  0.505
O (2.5446, -2.3701, 1.2463)  -0.675
H (0.9050, -3.0774, 0.2540)  0.290
O (-1.3551, 2.2368, -1.9446)  -0.558
H (0.9674, 0.8865, 3.1362)  -0.134
H (-3.8579, -0.9166, 1.4004)  0.294
H (-2.0063, -2.3507, -0.5691)  0.329
O (-2.0153, -3.2936, -0.3773)  -0.640
H (2.8486, -0.3744, 0.7842)  0.576
H (2.9806, -2.5269, 0.4020)  0.322
C (2.2259, -0.9834, 1.4843)  -1.416
H (1.6203, -0.7323, -0.7579)  0.388
O (-3.0066, 0.6803, -0.1941)  -0.682
O (-1.2429, 2.8193, 1.6718)  -0.569
O (0.3387, 1.4247, -3.9188)  -0.564
H (3.1234, 1.4453, 1.9169)  0.338
C (0.7668, -0.6324, 1.5427)  1.292
H (2.7383, 2.1040, 3.3049)  0.337
O (-3.3638, -1.7383, 1.2638)  -0.527
H (0.7303, -4.3141, -0.5921)  0.283
H (-2.0747, 3.2609, 1.8881)  0.263
H (0.8912, 0.7398, -1.5326)  0.262
O (-2.5906, -0.8598, -3.0404)  -0.677
H (-0.6931, 0.4059, 0.6993)  -0.230
H (-1.8100, -0.7874, -2.4754)  0.205
H (-0.6399, 0.0787, 3.1038)  0.404
H (2.7014, -0.9663, 2.4959)  0.267
O (1.1680, 3.2887, 3.4275)  -0.611
H (-2.3690, 1.2832, -0.6256)  0.310
H (1.1589, 2.9733, 0.3004)  0.363
H (0.7841, 4.1439, 3.1499)  0.331
N (0.2874, 0.3602, 0.4668)  0.651
H (-1.8718, 2.8911, -2.4475)  0.273
O (1.2628, 2.6527, -0.6040)  -0.654
H (0.3207, 2.6568, -0.8295)  0.295
H (1.4832, -1.4129, -2.7584)  0.320
H (-1.5388, 1.9896, 1.2704)  0.228
H (-2.9947, -1.7182, -3.1039)  0.299
O (3.4594, 1.7824, 2.7509)  -0.659
H (0.2870, 2.9223, 3.1937)  0.244

4.
Molecular formula: C5H10O
Method: DFT, ωB97M-V/def2-TZVPD

Output
Energy relative to the best compared isomer or geometry (same formula, charge and spin)   116.03 kJ/mol
SMILES string   CC[C@@]1(C)CO1
Gap between HOMO and LUMO   11.07 eV

Last column: Mulliken charge in e.
Cartesian coordinates (Å):
H (-1.6588, 1.2696, 0.8931)  0.312
O (1.4995, -1.2682, -0.4817)  -0.505
H (2.3052, -0.2078, 1.1725)  0.269
C (0.1076, 0.5091, -1.4720)  -1.491
H (-0.6137, -1.6272, 0.7770)  0.277
H (-0.7335, -0.0182, -1.9358)  0.298
H (0.0332, -0.3973, 1.8477)  0.321
H (-0.2108, 1.5341, -1.2465)  0.299
C (0.5856, -0.1985, -0.2263)  1.289
C (2.0039, -0.0920, 0.1305)  -0.798
H (-2.3997, -0.1476, 1.6545)  0.373
C (-1.7721, 0.1812, 0.8181)  -1.220
H (2.6779, 0.5044, -0.4870)  0.260
C (-0.4307, -0.5505, 0.8649)  -0.406
H (-2.3163, -0.0406, -0.1079)  0.279
H (0.9227, 0.5492, -2.2009)  0.440

5.
Molecular formula: C4H8NO
Method: DFT, ωB97M-V/def2-TZVPD

Output
Energy relative to the best compared isomer or geometry (same formula, charge and spin)   425.33 kJ/mol
Total charge   +1
Gap between HOMO and LUMO (alpha / beta)   8.29 / 8.29 eV

Last column: Mulliken charge in e.
Cartesian coordinates (Å):
H (-1.2280, -0.9354, 1.3210)  0.411
N (0.9804, 0.3497, -0.4866)  -0.078
H (1.4208, 0.8933, -1.3603)  0.340
H (0.3866, 0.8953, 1.3925)  0.295
C (0.8855, -0.9350, -0.3908)  -0.354
H (-1.8338, -1.9009, -0.2094)  0.351
O (-1.5687, 0.0539, -0.4282)  -0.225
H (-1.3734, 1.8655, -0.9741)  0.415
C (-1.4163, -1.0238, 0.2687)  -0.501
C (-1.0225, 1.2550, -0.2283)  -0.050
C (0.3561, 1.2479, 0.4157)  -0.575
H (0.8040, -1.2144, 0.7265)  0.302
H (0.7977, 2.2606, 0.5038)  0.332
H (1.1835, -1.7500, -1.1746)  0.338

6.
Molecular formula: C5H8O2
Method: DFT, ωB97M-V/def2-TZVPD

Output
Energy relative to the best compared isomer or geometry (same formula, charge and spin)   116.20 kJ/mol
SMILES string   C[C@@]1(O)CCC1=O
Gap between HOMO and LUMO   10.24 eV

Last column: Mulliken charge in e.
Cartesian coordinates (Å):
O (1.0041, -0.3125, -2.2106)  -0.560
H (-2.3669, -0.2241, -0.8594)  0.385
C (0.8397, -0.1413, -1.0301)  -0.131
C (-0.3708, 0.2951, -0.1692)  1.565
H (2.1175, -1.2558, 0.3365)  0.248
H (-2.0598, -0.2667, 0.8931)  0.371
H (-1.4315, -1.5665, -0.1284)  0.338
H (0.4122, 0.9639, 1.7357)  0.356
C (1.7463, -0.2299, 0.2147)  -0.370
H (2.6029, 0.4527, 0.1940)  0.281
C (-1.6536, -0.4969, -0.0823)  -1.499
O (-0.6013, 1.6835, -0.3565)  -0.576
H (0.1810, -0.8065, 1.6384)  0.278
H (-0.8996, 1.8101, -1.2688)  0.346
C (0.4799, 0.0950, 1.0930)  -1.033